[1]
C8F11NO4S3SbSe4W as an isolated structure. Source: the OMol25 dataset; level of theory: wB97M-V/def2-TZVPD.

Each line ends with the Löwdin charge.
CARTESIAN COORDINATES (ANGSTROEM)
1 W 1.6863 -0.5488 1.8397  0.88
2 Sb 4.2191 0.3587 3.2722  -0.19
3 Se 3.7009 -2.0324 2.7731  0.02
4 Se 5.8689 1.0806 4.8349  -0.16
5 Se 1.8387 0.6953 3.9753  0.09
6 Se 3.9165 0.7378 0.8722  0.12
7 S -0.6188 1.2155 0.9183  1.03
8 S -0.1495 -1.3295 -0.3779  0.90
9 S 0.6677 -3.6732 2.1404  0.94
10 F -1.9062 -3.1933 1.7856  0.09
11 F -0.6148 0.7917 -5.7492  0.13
12 F -1.4072 -3.8378 3.7726  0.10
13 F -3.0439 0.6087 1.7659  0.09
14 F -3.0599 0.7407 -0.4013  0.10
15 F 1.5337 0.1112 -4.2357  0.13
16 F -2.5745 2.8805 -2.0516  0.14
17 F -2.6634 2.1867 -4.6355  0.13
18 F -2.9664 2.5421 0.8145  0.10
19 F 1.6354 0.7855 -1.6483  0.10
20 F -1.3065 -5.2570 2.1344  0.07
21 O 0.7052 -2.1045 2.5167  -0.92
22 O 1.1891 0.9960 0.8778  -0.85
23 O -0.4510 2.1941 -0.4385  -0.21
24 O 1.3331 -1.5808 -0.1040  -0.68
25 N -0.7136 -0.4177 0.8067  -0.62
26 C -1.5799 2.1549 -2.5462  -0.14
27 C -0.5756 1.1190 -4.4585  -0.13
28 C 0.5563 1.1111 -2.3427  -0.17
29 C -1.0733 -3.9747 2.4809  -0.88
30 C -0.5097 1.7755 -1.7377  -0.18
31 C -1.6208 1.8209 -3.8876  -0.13
32 C 0.5143 0.7692 -3.6844  -0.13
33 C -2.5300 1.2740 0.7179  -0.72

LUMO level (alpha / beta)	1.5 / 0.3	eV
orbital gap (alpha / beta)	6.64 / 5.47	eV
2S+1	3
HOMO energy (alpha / beta)	-5.13 / -5.12	eV
total charge	-1

---

[2]
An isolated molecule of C8H10. Source: the OMol25 dataset; level of theory: wB97M-V/def2-TZVPD.

Each line ends with the Löwdin charge.
CARTESIAN COORDINATES (ANGSTROEM)
1 C 0.9678 -1.5916 -1.4722  -0.11
2 C 1.4764 -0.8059 -0.5520  -0.08
3 C -0.8376 -1.1215 -0.1296  -0.05
4 C -0.3122 1.9906 0.5189  -0.21
5 C -0.4842 -1.7844 -1.2573  -0.07
6 C 0.4045 -0.5794 0.4416  -0.36
7 C -1.3751 2.6219 0.9262  -0.03
8 C 0.3180 0.7803 1.1696  -0.17
9 H -2.0007 2.2974 1.7655  0.06
10 H -1.1688 -2.2443 -1.9762  0.10
11 H 0.1667 2.3500 -0.4143  0.11
12 H 1.4950 -2.0064 -2.3754  0.12
13 H -1.7866 -0.9803 0.3395  0.11
14 H -1.8502 3.4419 0.2944  0.08
15 H 0.7537 -1.2639 1.2265  0.16
16 H -0.2675 0.5691 2.1362  0.13
17 H 2.4293 -0.3483 -0.4398  0.11
18 H 1.2848 1.1251 1.5722  0.11

LUMO level	1.1	eV
SMILES	C=CCC1C=CC=C1
orbital gap	9.74	eV
HOMO energy	-8.69	eV

---

Computed energy (eV) in order:
-350122.5322; -8455.9101